Here is a 3-piece molecular cluster, C7H14 overall at a distorted geometry from the OMol25 dataset. Energies are from ωB97M-V/def2-TZVPD.

Calculated values
- Molar mass: 98.19 g mol⁻¹
- E_HOMO: -9.364 eV
- 2S+1: 1
- Calculated total energy: -7482.04208 eV

Last column: natural (NBO) charge in e.
Cartesian coordinates (Å):
C -0.3428 -1.8746 1.2489  -0.648
C -0.7342 -0.9706 0.0846  -0.281
C 0.2877 -0.0140 -0.3887  -0.153
C 1.5250 -0.7467 -0.7267  -0.510
C -0.1781 0.9798 -1.4326  -0.403
C 0.2793 1.4959 -0.1186  -0.187
C -0.6748 2.1446 0.8570  -0.606
H -1.2184 -2.2810 1.7623  0.216
H 0.2221 -2.7127 0.8374  0.211
H 0.2997 -1.4011 2.0079  0.208
H -0.4862 -1.8609 -1.0733  0.125
H -1.7204 -0.4832 0.2379  0.210
H 1.9745 -1.3624 0.0611  0.205
H 2.2997 -0.0769 -1.1678  0.211
H 0.7284 -1.7923 -1.4645  0.125
H 0.4583 1.0887 -2.3043  0.217
H -1.2463 0.9765 -1.6363  0.213
H 1.2754 1.9339 -0.1120  0.214
H -0.3702 1.9346 1.8870  0.211
H -1.7025 1.7898 0.7220  0.206
H -0.6764 3.2328 0.7185  0.215

***

Here is C7H14AgF6N7O13S2 as an isolated structure at a distorted geometry from the OMol25 dataset. Energies are from ωB97M-V/def2-TZVPD.

Calculated values
- Molar mass: 690.22 g mol⁻¹
- <S²>: 0.76
- E_HOMO (spin up / spin down): -4.354 / -4.348 eV
- Charge: -1
- 2S+1: 2
- Calculated total energy: -86505.47312 eV

Last column: natural (NBO) charge in e.
Cartesian coordinates (Å):
Ag -2.8254 -18.1948 0.9145  0.970
C -6.5674 -19.5651 4.1189  0.774
F -6.3560 -20.8336 3.8732  -0.309
F -7.0073 -18.9583 3.0192  -0.316
F -7.5296 -19.4963 5.0708  -0.319
S -4.9664 -18.5852 4.7303  2.097
O -5.2499 -18.1149 6.0677  -0.916
O -3.9077 -19.5426 4.5981  -0.941
N -4.7021 -17.1987 3.6104  -1.126
S -5.7435 -16.0764 4.0756  2.096
O -5.9394 -15.2320 2.8823  -0.944
O -7.0202 -16.5381 4.7494  -0.926
C -4.7963 -14.8612 5.1912  0.767
F -3.8295 -14.3137 4.5089  -0.292
F -5.7496 -13.9698 5.6587  -0.335
F -4.2944 -15.5228 6.1660  -0.299
O -2.0727 -12.7616 -0.7631  -0.739
C -1.4232 -13.8768 -0.9515  0.922
O -1.8079 -14.7127 -0.1115  -0.879
O -0.5233 -13.9470 -1.7848  -0.781
H -2.6816 -13.2615 -0.2146  0.490
O -0.8203 -20.0606 -4.4138  -0.697
C -0.4182 -19.2473 -3.3487  0.919
O 0.5416 -18.5112 -3.4165  -0.320
O -1.1654 -19.1719 -2.3942  -0.394
H -1.6392 -20.4781 -4.1368  0.492
C -3.5417 -23.3288 0.4134  0.733
O -3.5024 -22.1496 0.6307  -0.684
N -3.4936 -23.8695 -0.7520  -0.831
N -3.4922 -24.2011 1.3178  -0.797
H -3.5535 -24.8747 -0.8304  0.384
H -3.5842 -23.1448 -1.4497  0.414
H -3.6224 -23.9515 2.2878  0.418
H -3.4799 -25.1578 0.9943  0.365
C 1.5469 -18.2037 2.4880  0.763
O 0.4476 -18.6720 2.3978  -0.662
N 2.4512 -18.2900 1.5148  -0.823
N 2.0095 -17.5909 3.5519  -0.858
H 3.3905 -17.9839 1.7246  0.384
H 2.3355 -19.0124 0.8185  0.403
H 1.4271 -17.6768 4.3726  0.403
H 2.3019 -16.6596 3.2926  0.392
C -6.9718 -16.6109 -1.6542  0.738
O -5.9478 -16.9351 -0.9658  -0.719
N -8.1155 -16.9530 -1.2200  -0.796
N -6.9519 -15.8871 -2.7284  -0.813
H -8.9032 -16.8055 -1.8347  0.365
H -8.1672 -17.5329 -0.3947  0.426
H -7.8279 -15.7314 -3.2063  0.374
H -6.0905 -15.4803 -3.0641  0.426

***

- What is the molar mass in the first record?
  98.19 g mol⁻¹